# 1
Below is one molecule with the formula C2H7NO, with properties calculated with ωB97M-V/def2-TZVPD.

The geometry in XYZ format:
```
11
Properties=species:S:1:pos:R:3:lowdin_charge:R:1
C -1.68 -0.74 -0.58 -0.091
N -0.23 -0.18 -0.62 -0.115
C 0.53 0.84 0.10 -0.245
O 1.58 0.21 1.06 -0.211
H -2.21 -0.51 -1.53 0.062
H -1.53 -1.83 -0.54 0.064
H -2.41 -0.46 0.20 0.065
H 0.20 -0.69 -1.38 0.089
H -0.12 1.37 0.91 0.132
H 1.12 1.44 -0.62 0.108
H 0.91 -0.36 1.72 0.142
```

Its LUMO energy is 0.94 eV. The SMILES is CNCO. The value obtained for the HOMO energy is -8.7525 eV. As for the energy above the lowest of the compared OMol25 structures with the same formula, charge and spin: 48.97 kcal per mole. For the HOMO-LUMO gap, the calculation gives 9.692 eV.


# 2
Below is C2H7NO as an isolated structure, with properties calculated with ωB97M-V/def2-TZVPD.

The geometry in XYZ format:
```
11
Properties=species:S:1:pos:R:3:lowdin_charge:R:1
C -0.69 -0.36 0.00 -0.262
C -0.73 1.05 -0.49 -0.148
N 0.83 -0.52 -0.12 -0.131
O 1.50 -0.97 1.16 -0.099
H 1.92 -0.17 1.51 0.079
H 0.97 -1.36 -0.69 0.110
H -1.03 -0.48 1.03 0.106
H -1.16 -1.08 -0.66 0.100
H -1.41 1.21 -1.32 0.040
H -0.80 1.80 0.29 0.042
H 0.62 0.86 -0.72 0.163
```

Its LUMO energy is 1.08 eV. The value obtained for the HOMO energy is -8.7616 eV. As for the energy above the lowest of the compared OMol25 structures with the same formula, charge and spin: 97.72 kcal per mole. For the HOMO-LUMO gap, the calculation gives 9.846 eV.


# 3
Below is one molecule with the formula C2H7NO, with properties calculated with ωB97M-V/def2-TZVPD.

The geometry in XYZ format:
```
11
Properties=species:S:1:pos:R:3:lowdin_charge:R:1
C 1.22 0.52 0.52 -0.114
N -0.24 0.83 0.31 -0.106
C -0.72 -0.14 -0.70 -0.339
O -0.67 -1.54 -0.52 -0.052
H 1.69 0.97 -0.35 0.074
H 1.54 0.86 1.50 0.071
H 1.33 -0.56 0.51 0.064
H -0.77 0.53 1.13 0.087
H -0.13 0.12 -1.57 0.115
H -1.77 0.15 -0.80 0.115
H -1.48 -1.75 -0.03 0.084
```

Its LUMO energy is 0.90 eV. The SMILES is CNCO. The value obtained for the HOMO energy is -9.6547 eV. As for the energy above the lowest of the compared OMol25 structures with the same formula, charge and spin: 23.44 kcal per mole. For the HOMO-LUMO gap, the calculation gives 10.557 eV.


# 4
Below is a 3-piece molecular cluster, C2H7NO2 overall, with properties calculated with ωB97M-V/def2-TZVPD.

The geometry in XYZ format:
```
12
Properties=species:S:1:pos:R:3:lowdin_charge:R:1
C -1.04 1.01 0.04 -0.248
N -1.22 1.83 1.04 0.209
C -1.45 1.27 -1.28 0.226
O 1.00 -1.08 1.04 -0.157
H -0.63 0.00 0.19 0.083
H -1.67 2.65 0.61 0.060
H 1.57 -0.76 1.74 0.016
H -1.40 0.49 -2.03 0.086
H -1.85 2.23 -1.60 0.086
H 2.45 -3.40 -0.15 -0.032
H 1.65 -1.79 0.54 -0.067
O 2.58 -2.44 -0.14 -0.262
```

Its LUMO energy is -4.91 eV. The value obtained for the HOMO energy is -7.8232 eV. As for the energy above the lowest of the compared OMol25 structures with the same formula, charge and spin: 186.82 kcal per mole. For the HOMO-LUMO gap, the calculation gives 2.916 eV.


# 5
Below is a 2-piece molecular cluster, C2H7NO2 overall, with properties calculated with ωB97M-V/def2-TZVPD.

The geometry in XYZ format:
```
12
Properties=species:S:1:pos:R:3:lowdin_charge:R:1
N -0.99 -0.09 1.53 0.013
C 0.25 0.32 0.87 -0.251
C -0.21 1.07 -0.32 -0.271
O -0.49 0.66 -1.41 0.046
H -1.43 -0.94 1.22 0.077
H -0.95 0.02 2.53 0.065
H 1.06 -0.41 0.73 0.116
H 0.70 0.96 1.66 0.118
H -0.33 2.15 -0.09 0.122
O 0.86 -1.60 -2.14 -0.052
H 1.49 -0.90 -2.15 0.017
H 0.05 -1.23 -2.44 0.002
```

Its LUMO energy is 0.81 eV. The SMILES is NCC=O.O. The value obtained for the HOMO energy is -9.5137 eV. As for the energy above the lowest of the compared OMol25 structures with the same formula, charge and spin: 44.82 kcal per mole. For the HOMO-LUMO gap, the calculation gives 10.326 eV.


# 6
Below is a 2-piece molecular cluster, C2H7NO2 overall, with properties calculated with ωB97M-V/def2-TZVPD.

The geometry in XYZ format:
```
12
Properties=species:S:1:pos:R:3:lowdin_charge:R:1
N -1.04 0.20 -1.65 0.068
C -1.45 -0.38 -0.46 -0.410
O -2.48 -0.16 0.12 0.058
H -0.82 1.18 -1.69 0.083
H -0.73 -0.38 -2.40 0.073
H -0.57 -0.78 0.12 0.109
C 2.79 -0.05 1.05 -0.130
O 1.39 0.23 0.89 -0.144
H 3.04 -0.78 0.28 0.075
H 3.41 0.81 0.76 0.078
H 2.94 -0.36 2.08 0.078
H 1.27 1.13 1.18 0.063
```

Its LUMO energy is 0.71 eV. The SMILES is NC=O.CO. The value obtained for the HOMO energy is -9.5920 eV. As for the energy above the lowest of the compared OMol25 structures with the same formula, charge and spin: 53.55 kcal per mole. For the HOMO-LUMO gap, the calculation gives 10.306 eV.


# 7
Below is a 2-piece molecular cluster, C2H7NO2P overall, with properties calculated with ωB97M-V/def2-TZVPD.

The geometry in XYZ format:
```
13
Properties=species:S:1:pos:R:3:lowdin_charge:R:1
C 2.44 -1.23 0.34 -0.356
C -1.46 0.32 -0.47 -0.122
N -2.65 0.19 0.09 0.218
O -0.49 0.43 0.39 0.073
O 1.87 1.43 0.11 -0.419
P 3.14 0.21 -0.06 0.927
H 3.11 -2.13 0.00 0.049
H 1.46 -1.61 0.57 -0.009
H -1.36 0.22 -1.52 0.154
H -3.57 0.15 -0.34 0.159
H 0.55 0.73 0.26 0.097
H -2.64 -0.11 1.05 0.142
H 1.90 2.28 -0.37 0.087
```

Its LUMO energy is -4.22 eV. The value obtained for the HOMO energy is -13.3608 eV. As for the energy above the lowest of the compared OMol25 structures with the same formula, charge and spin: 39.68 kcal per mole. Its net charge is +1. For the HOMO-LUMO gap, the calculation gives 9.141 eV.


# 8
Below is a 2-piece molecular cluster, C2H7NO2Si overall, with properties calculated with ωB97M-V/def2-TZVPD.

The geometry in XYZ format:
```
13
Properties=species:S:1:pos:R:3:lowdin_charge:R:1
C 1.16 -1.92 -0.02 0.004
C 0.58 1.62 0.23 -0.215
N -1.92 0.03 0.18 -0.531
O -2.80 -0.53 -0.56 -0.077
O -1.92 0.01 1.40 -0.007
Si -0.47 0.42 -0.80 0.842
H 1.25 -2.78 -0.71 0.011
H 2.10 -1.24 0.01 0.032
H 0.68 -1.95 0.90 -0.039
H -0.10 2.14 0.84 0.002
H 1.33 1.23 0.98 0.057
H 1.12 2.26 -0.37 -0.014
H -1.01 0.72 -2.07 -0.064
```

Its LUMO energy (spin up / spin down) is 0.01 / -2.35 eV. The spin multiplicity is 3. As for the expectation value of S²: 2.009. The value obtained for the HOMO energy (spin up / spin down) is -7.2829 / -10.3757 eV. As for the energy above the lowest of the compared OMol25 structures with the same formula, charge and spin: 150.21 kcal per mole. For the HOMO-LUMO gap (spin up / spin down), the calculation gives 7.297 / 8.024 eV.


# 9
Below is C2H7NO3 as an isolated structure, with properties calculated with ωB97M-V/def2-TZVPD.

The geometry in XYZ format:
```
13
Properties=species:S:1:pos:R:3:lowdin_charge:R:1
O -0.63 0.57 1.75 -0.044
C -0.79 1.57 1.03 -0.481
O 0.00 1.92 0.10 -0.021
C 1.25 -0.49 0.07 -0.087
N 1.23 -1.04 -1.18 0.147
H -1.65 2.19 1.33 0.128
H 2.10 -0.90 0.61 0.110
H 0.32 -0.73 0.67 0.151
H 1.09 0.65 -0.03 0.128
H 0.18 -1.55 -1.33 -0.013
H -1.02 -2.41 -2.33 0.017
H 1.93 -1.79 -1.16 0.120
O -0.98 -2.00 -1.45 -0.154
```

Its LUMO energy is -4.43 eV. The value obtained for the HOMO energy is -9.8678 eV. As for the energy above the lowest of the compared OMol25 structures with the same formula, charge and spin: 172.57 kcal per mole. For the HOMO-LUMO gap, the calculation gives 5.437 eV.


# 10
Below is a 2-piece molecular cluster, C2H7NO3 overall, with properties calculated with ωB97M-V/def2-TZVPD.

The geometry in XYZ format:
```
13
Properties=species:S:1:pos:R:3:lowdin_charge:R:1
C -1.22 1.75 -0.86 -0.085
N -1.31 0.27 -0.78 -0.018
C -0.32 -0.58 -0.35 -0.602
O -0.58 -1.68 0.12 0.024
O 1.04 -0.42 -0.52 0.023
H -0.15 1.96 -0.64 0.087
H -1.76 2.21 -1.79 0.105
H -1.75 2.12 0.07 0.082
H -2.25 -0.28 -0.86 0.191
H 1.49 -1.33 -0.37 0.141
O 1.99 -1.50 1.77 -0.019
H 2.86 -1.83 1.95 0.034
H 1.96 -0.70 2.27 0.036
```

Its LUMO energy is 0.64 eV. The SMILES is CNC(=O)O.O. The value obtained for the HOMO energy is -9.3479 eV. As for the energy above the lowest of the compared OMol25 structures with the same formula, charge and spin: 34.23 kcal per mole. For the HOMO-LUMO gap, the calculation gives 9.991 eV.